Record 1
This record from the Open Molecules 2025 dataset describes a molecular structure, C34H43CuNOP2S. The level of theory is ωB97M-V with the def2-TZVPD basis set.

```
83
Properties=species:S:1:pos:R:3:forces:R:3
Cu -0.3766 0.0338 -0.1258 -1.1 -0.8 -0.6
S 2.0538 -2.7651 -0.6512 1.2 -0.9 -1.0
C 0.9549 -1.5127 -0.4200 0.6 0.3 0.0
C -1.7570 4.0552 3.1123 -0.1 0.0 -0.1
N -2.2258 3.5248 1.8146 0.1 0.0 0.0
C -1.3439 3.9854 0.6949 -0.1 0.9 0.1
C -2.4136 2.0254 1.8853 -0.3 -0.6 1.0
C -3.1533 1.4920 0.7096 0.0 -0.5 -0.9
C -4.5054 1.7699 0.6021 -0.2 0.0 0.1
C -5.2527 1.3150 -0.4918 -0.3 0.6 -0.4
C -4.6365 0.5639 -1.4641 1.3 3.4 -1.4
C -3.2373 0.2943 -1.3671 -0.3 2.9 -0.7
C -2.4796 0.7157 -0.2848 0.1 0.2 0.4
H -1.7034 5.1407 3.0462 0.1 0.0 0.0
H -0.7770 3.6322 3.3190 0.0 0.0 0.0
H -2.4713 3.7702 3.8818 0.1 -0.1 0.1
H -3.1487 3.9148 1.6279 0.0 -0.1 0.0
H -0.3654 3.5242 0.8032 0.0 -0.3 -0.2
H -1.2889 5.0808 0.7643 -0.2 0.1 0.1
H -1.7966 3.6948 -0.2460 0.2 -0.2 0.0
H -2.9793 1.8382 2.8119 -0.3 0.4 0.0
H -1.4274 1.5668 1.9749 0.1 0.1 -0.4
H -5.0207 2.3443 1.3775 0.0 -0.1 0.1
H -6.3099 1.5455 -0.5726 0.0 -0.1 0.1
H -5.2166 0.2305 -2.3138 0.0 0.0 -0.1
H -2.7705 -0.2732 -2.1529 0.0 -0.1 0.0
O -0.4705 1.7284 0.3833 0.3 0.9 -0.1
C -1.0476 -4.6710 0.0154 0.0 0.0 0.2
C -0.7166 -3.1800 0.0832 -0.3 -0.9 0.0
P -1.7343 -2.0435 -0.9396 0.0 -1.4 0.6
C -3.4741 -2.6017 -0.3391 -0.2 0.0 -0.6
C -4.6104 -1.6360 -0.7278 0.0 -1.5 2.4
C -1.5981 -2.8554 -2.6144 -0.2 -0.2 0.0
C -2.1186 -2.0078 -3.7776 0.0 -0.1 0.0
H -0.3673 -5.2306 0.6667 0.0 0.0 0.0
H -0.9275 -5.0669 -0.9970 0.0 0.0 0.0
H -2.0714 -4.8922 0.3474 0.0 -0.1 0.0
H 0.4235 -3.0194 -0.2342 -3.8 -1.4 1.0
H -0.7971 -2.8462 1.1247 0.0 0.2 0.0
H -3.4640 -2.6619 0.7531 0.3 0.0 0.0
H -3.6786 -3.6134 -0.7178 0.0 0.0 0.0
H -4.3840 -0.6024 -0.2944 -1.0 -3.9 0.3
H -5.5849 -1.9658 -0.3239 0.1 -0.2 -0.1
H -4.7083 -1.5955 -1.8049 0.0 0.0 -0.1
H -2.1145 -3.8243 -2.6195 0.1 0.0 0.0
H -0.5356 -3.0531 -2.7857 0.0 0.0 0.2
H -3.1973 -1.8371 -3.7120 0.0 0.0 0.0
H -1.9274 -2.5138 -4.7297 0.0 0.0 0.0
H -1.6233 -1.0349 -3.8139 0.0 0.0 0.0
C 6.0281 2.8941 1.9791 0.1 0.0 0.0
C 6.1085 1.9352 0.9744 -0.1 0.0 0.0
C 4.9600 1.2996 0.5231 0.2 0.2 0.1
C 3.7013 1.6009 1.0583 0.2 -0.1 -0.7
C 3.6446 2.5630 2.0634 0.1 0.1 0.1
C 4.7906 3.2056 2.5229 0.0 -0.1 0.0
P 2.0800 0.8020 0.5310 1.0 -0.8 0.4
C 2.3477 0.6822 -1.3445 0.6 -0.1 0.1
C 1.9274 -0.3827 -2.1822 -0.2 0.6 0.8
C 2.1583 -0.3624 -3.5484 -0.1 0.1 0.0
C 2.7729 0.7336 -4.1421 0.0 0.0 -0.1
C 3.1407 1.8151 -3.3548 -0.1 0.0 0.0
C 2.9189 1.7876 -1.9815 0.0 0.1 0.0
C 2.3650 -0.8374 1.3175 0.8 0.5 0.0
C 1.5321 -1.2079 2.4000 0.3 0.1 0.3
C 1.6975 -2.3976 3.0715 0.0 -0.1 -0.1
C 2.7365 -3.2971 2.7046 0.0 0.0 0.2
C 3.5730 -2.9744 1.6659 0.3 0.8 0.7
C 3.3942 -1.7638 0.9489 0.2 -0.1 0.7
H 6.9243 3.3919 2.3347 0.0 0.0 0.0
H 7.0714 1.6817 0.5422 0.0 0.0 0.0
H 5.0513 0.5603 -0.2634 -0.1 0.0 0.0
H 2.6852 2.8198 2.5029 -0.1 -0.1 -0.1
H 4.7152 3.9513 3.3084 0.0 0.0 0.0
H 1.3563 -1.3043 -1.7287 0.4 1.9 -2.5
H 1.8379 -1.2030 -4.1576 0.0 0.0 0.0
H 2.9454 0.7529 -5.2142 0.0 0.0 0.0
H 3.6000 2.6877 -3.8085 0.0 0.0 0.0
H 3.2097 2.6571 -1.3990 0.0 -0.1 0.1
H 0.7389 -0.5358 2.7188 0.0 0.1 -0.1
H 1.0365 -2.6431 3.8977 0.0 0.0 0.0
H 2.8701 -4.2285 3.2466 0.0 0.0 0.0
H 4.3763 -3.6487 1.3836 0.0 0.0 -0.1
H 4.0811 -1.5180 0.1515 0.2 0.2 0.3
```
Positions in Å, forces in eV/Å.

Values from the calculation:
Charge: -2
E, Ha: -4172.0991
Energy above the lowest of the compared OMol25 structures with the same formula, charge and spin, kJ/mol: 1041.1
Strongest force on any atom, hartree/bohr: 0.082
HOMO level (spin up / spin down), eV: 1.352 / 1.421
2S+1: 2

Table of Löwdin atomic charges, one value per atom, all in e: number 1, Cu, carries 0.19; number 2, S, carries 0.69; number 3, C, carries -0.61; number 4, C, carries -0.02; number 5, N, carries -0.17; number 6, C, carries -0.05; number 7, C, carries -0.15; number 8, C, carries -0.24; number 9, C, carries -0.09; number 10, C, carries -0.15; number 11, C, carries -0.21; number 12, C, carries -0.23; number 13, C, carries -0.10; number 14, H, carries 0.09; number 15, H, carries 0.11; number 16, H, carries 0.09; number 17, H, carries 0.16; number 18, H, carries 0.06; number 19, H, carries 0.08; number 20, H, carries 0.10; number 21, H, carries 0.12; number 22, H, carries 0.09; number 23, H, carries 0.09; number 24, H, carries 0.08; number 25, H, carries 0.10; number 26, H, carries 0.04; number 27, O, carries -0.64; number 28, C, carries -0.18; number 29, C, carries -0.50; number 30, P, carries 0.98; number 31, C, carries -0.34; number 32, C, carries -0.21; number 33, C, carries -0.39; number 34, C, carries -0.18; number 35, H, carries 0.06; number 36, H, carries 0.05; number 37, H, carries 0.04; number 38, H, carries -0.12; number 39, H, carries 0.07; number 40, H, carries 0.07; number 41, H, carries 0.05; number 42, H, carries 0.04; number 43, H, carries 0.08; number 44, H, carries 0.05; number 45, H, carries 0.06; number 46, H, carries 0.07; number 47, H, carries 0.05; number 48, H, carries 0.05; number 49, H, carries 0.06; number 50, C, carries -0.14; number 51, C, carries -0.11; number 52, C, carries -0.10; number 53, C, carries -0.34; number 54, C, carries -0.12; number 55, C, carries -0.13; number 56, P, carries 1.08; number 57, C, carries -0.30; number 58, C, carries -0.15; number 59, C, carries -0.10; number 60, C, carries -0.14; number 61, C, carries -0.13; number 62, C, carries -0.13; number 63, C, carries -0.49; number 64, C, carries -0.17; number 65, C, carries -0.16; number 66, C, carries -0.18; number 67, C, carries -0.22; number 68, C, carries -0.33; number 69, H, carries 0.08; number 70, H, carries 0.09; number 71, H, carries 0.10; number 72, H, carries 0.08; number 73, H, carries 0.08; number 74, H, carries -0.06; number 75, H, carries 0.09; number 76, H, carries 0.08; number 77, H, carries 0.08; number 78, H, carries 0.09; number 79, H, carries 0.08; number 80, H, carries 0.07; number 81, H, carries 0.06; number 82, H, carries 0.08; number 83, H, carries 0.07


Record 2
This record from the Open Molecules 2025 dataset describes a molecular structure, C34H44AuNOSi2. The level of theory is ωB97M-V with the def2-TZVPD basis set.

```
83
Properties=species:S:1:pos:R:3:forces:R:3
Au -0.0534 -0.1120 0.0757 -0.1 0.0 -1.1
O 2.2671 -0.2790 0.0129 -1.1 0.4 -0.1
Si 3.5539 -0.8815 0.6189 1.1 -0.6 0.3
C 5.0581 -0.6608 -0.5514 -0.4 0.0 0.3
C 5.1598 -1.3897 -1.7296 -0.1 -0.2 -0.1
C 6.1850 -1.1710 -2.6326 0.0 -0.1 -0.2
C 7.1428 -0.2059 -2.3705 0.2 0.1 -0.1
C 7.0576 0.5370 -1.2052 0.2 0.2 -0.1
C 6.0238 0.3078 -0.3143 0.1 0.1 0.2
C 3.4702 -2.7725 0.9062 0.0 0.4 -0.1
C 4.5545 -3.6217 1.0950 0.2 0.1 0.0
C 4.3764 -4.9628 1.3919 0.3 -0.2 0.1
C 3.0986 -5.4858 1.4909 -0.1 -0.2 0.0
C 2.0038 -4.6666 1.2626 -0.1 -0.2 0.1
C 2.2006 -3.3293 0.9734 -0.2 0.1 -0.1
C 4.1835 -0.1525 2.2713 -0.2 -0.2 -0.4
C 5.0680 -0.7916 3.1325 0.1 -0.2 0.0
C 5.4810 -0.2020 4.3148 0.2 -0.2 0.1
C 5.0100 1.0508 4.6668 0.1 0.1 0.1
C 4.1438 1.7143 3.8144 0.1 0.2 0.2
C 3.7433 1.1133 2.6347 -0.1 0.1 -0.1
H 4.4067 -2.1371 -1.9391 -0.1 -0.1 -0.1
H 6.2381 -1.7463 -3.5508 0.0 0.0 0.0
H 7.9439 -0.0223 -3.0800 0.0 0.0 0.0
H 7.7976 1.3024 -0.9978 0.0 0.0 0.0
H 5.9537 0.8973 0.5908 0.1 0.1 0.1
H 5.5587 -3.2254 1.0001 0.1 0.0 0.0
H 5.2369 -5.6053 1.5632 0.0 0.1 -0.1
H 2.9561 -6.5333 1.7350 0.0 0.0 0.0
H 1.0005 -5.0698 1.3317 0.0 0.0 0.0
H 1.3648 -2.6741 0.7831 -0.2 0.1 0.0
H 5.4381 -1.7772 2.8826 0.0 -0.1 0.0
H 6.1708 -0.7232 4.9696 0.0 0.0 0.0
H 5.3160 1.4989 5.6055 0.0 0.1 0.0
H 3.7650 2.6932 4.0715 -0.1 0.1 0.0
H 3.0496 1.6185 1.9853 -0.2 0.2 -0.1
C 0.8105 3.0592 6.2896 0.0 0.0 -0.1
C 0.7045 2.7318 4.8189 0.0 0.2 0.1
C 1.0790 3.6794 3.8778 0.1 0.3 0.2
C 0.9432 3.3733 2.5215 0.0 0.0 -0.1
C 1.3510 4.3709 1.4679 0.0 0.0 0.1
C 0.4462 2.1557 2.1466 0.1 0.3 -0.1
C 0.0773 1.1299 3.0618 -0.1 0.0 0.2
C 0.2255 1.4966 4.4303 -0.1 -0.2 0.3
N -0.3599 -0.0011 2.5321 0.0 -0.2 -0.3
C -0.8229 -1.1386 3.2756 -0.2 -0.3 0.4
C -1.3650 -2.1460 2.2468 0.1 0.2 0.3
C -2.0018 -0.8242 4.2321 0.3 0.0 -0.1
C 0.3093 -1.8497 4.0515 -0.2 0.2 -0.1
H 1.1533 4.0854 6.4316 0.0 0.0 0.0
H 1.5153 2.3919 6.7886 0.0 0.0 0.1
H -0.1604 2.9525 6.7814 0.0 0.0 0.0
H 1.4637 4.6461 4.1851 0.0 0.1 0.1
H 1.7777 5.2658 1.9235 0.0 0.1 0.0
H 0.4966 4.6674 0.8576 0.0 0.0 -0.1
H 2.0969 3.9298 0.8056 0.0 0.0 -0.1
H 0.3279 1.9168 1.0979 0.1 0.1 -0.2
H -0.0276 0.8034 5.2201 0.0 -0.1 0.0
H -2.1317 -1.6723 1.6440 -0.2 0.1 -0.1
H -1.7693 -3.0336 2.7358 0.0 -0.1 0.1
H -0.5640 -2.4365 1.5778 0.1 -0.1 -0.2
H -2.7702 -0.2897 3.6783 -0.1 0.1 -0.1
H -1.6903 -0.2018 5.0635 0.0 0.1 0.1
H -2.4273 -1.7456 4.6376 0.0 -0.1 0.0
H 1.0954 -2.1299 3.3530 0.1 -0.1 -0.1
H -0.0731 -2.7487 4.5413 0.0 -0.1 0.1
H 0.7489 -1.1962 4.8001 0.1 0.1 0.1
C -4.0854 2.0254 -2.3358 0.5 -0.3 0.2
Si -2.2347 1.5594 -1.9662 0.1 0.1 -0.3
C -1.4859 3.1770 -1.2742 -0.2 -0.5 -0.2
C -1.5129 1.2817 -3.7261 -0.1 0.1 0.6
C -1.9902 0.0924 -0.8480 0.3 0.4 -0.1
H -4.1929 2.8350 -3.0558 0.1 0.2 -0.1
H -4.5842 2.3333 -1.4209 -0.1 0.1 0.2
H -4.6283 1.1676 -2.7255 -0.1 -0.2 -0.1
H -1.8169 4.0777 -1.7907 -0.1 0.0 -0.2
H -0.4031 3.1412 -1.3265 0.3 -0.1 0.0
H -1.7497 3.2744 -0.2259 0.0 0.0 0.3
H -1.6816 2.1264 -4.3917 -0.1 0.2 0.0
H -1.9572 0.4039 -4.1876 -0.1 -0.2 -0.1
H -0.4444 1.1109 -3.6627 0.3 -0.1 0.0
H -2.2453 -0.8432 -1.3485 0.0 -0.1 -0.2
H -2.6628 0.1774 0.0058 -0.2 0.1 0.2
```
Positions in Å, forces in eV/Å.

Values from the calculation:
Charge: -2
E, Ha: -2166.7520
Energy above the lowest of the compared OMol25 structures with the same formula, charge and spin, kJ/mol: 72.8
Strongest force on any atom, hartree/bohr: 0.025
HOMO level, eV: -0.551
2S+1: 1

Table of Löwdin atomic charges, one value per atom, all in e: number 1, Au, carries 0.66; number 2, O, carries -0.42; number 3, Si, carries 0.39; number 4, C, carries -0.20; number 5, C, carries -0.10; number 6, C, carries -0.12; number 7, C, carries -0.13; number 8, C, carries -0.11; number 9, C, carries -0.09; number 10, C, carries -0.21; number 11, C, carries -0.12; number 12, C, carries -0.12; number 13, C, carries -0.13; number 14, C, carries -0.09; number 15, C, carries -0.10; number 16, C, carries -0.21; number 17, C, carries -0.10; number 18, C, carries -0.12; number 19, C, carries -0.12; number 20, C, carries -0.08; number 21, C, carries -0.08; number 22, H, carries 0.10; number 23, H, carries 0.09; number 24, H, carries 0.08; number 25, H, carries 0.09; number 26, H, carries 0.09; number 27, H, carries 0.10; number 28, H, carries 0.09; number 29, H, carries 0.09; number 30, H, carries 0.10; number 31, H, carries 0.06; number 32, H, carries 0.08; number 33, H, carries 0.09; number 34, H, carries 0.09; number 35, H, carries 0.09; number 36, H, carries 0.09; number 37, C, carries -0.08; number 38, C, carries -0.33; number 39, C, carries -0.10; number 40, C, carries -0.32; number 41, C, carries -0.06; number 42, C, carries -0.05; number 43, C, carries -0.32; number 44, C, carries -0.02; number 45, N, carries 0.00; number 46, C, carries -0.64; number 47, C, carries -0.09; number 48, C, carries -0.06; number 49, C, carries -0.04; number 50, H, carries 0.06; number 51, H, carries 0.07; number 52, H, carries 0.07; number 53, H, carries 0.08; number 54, H, carries 0.06; number 55, H, carries 0.06; number 56, H, carries 0.07; number 57, H, carries 0.05; number 58, H, carries 0.08; number 59, H, carries 0.05; number 60, H, carries 0.07; number 61, H, carries 0.03; number 62, H, carries 0.08; number 63, H, carries 0.04; number 64, H, carries 0.06; number 65, H, carries 0.06; number 66, H, carries 0.07; number 67, H, carries 0.06; number 68, C, carries -0.22; number 69, Si, carries 0.42; number 70, C, carries -0.21; number 71, C, carries -0.21; number 72, C, carries -0.43; number 73, H, carries 0.00; number 74, H, carries 0.00; number 75, H, carries 0.00; number 76, H, carries 0.01; number 77, H, carries 0.01; number 78, H, carries 0.01; number 79, H, carries 0.00; number 80, H, carries 0.01; number 81, H, carries 0.01; number 82, H, carries -0.05; number 83, H, carries -0.05